[1]
C21H24N3O14Sn | ωB97M-V/def2-TZVPD

Element x y z (Å)
Sn: -0.48534 0.44526 0.11688
C: -1.07614 -1.48927 3.48211
O: -1.28278 -1.72927 2.09489
C: -0.76203 -2.97680 1.66343
C: 0.68912 -2.85389 1.24328
O: 0.92636 -1.92277 0.18503
C: 1.07670 -2.46697 -1.12232
C: -0.22648 -2.69974 -1.85528
O: -0.96330 -1.49107 -1.82197
C: -2.13778 -1.52726 -2.61865
H: -1.51454 -2.29293 4.07852
H: -0.01438 -1.38770 3.72033
H: -1.58234 -0.55691 3.72218
H: -0.82889 -3.70209 2.48111
H: -1.39462 -3.32635 0.84672
H: 1.27071 -2.49349 2.09407
H: 1.08018 -3.83426 0.95396
H: 1.66273 -1.73139 -1.67483
H: 1.64430 -3.40074 -1.07576
H: 0.00669 -2.97168 -2.89177
H: -0.81451 -3.51347 -1.41437
H: -1.88234 -1.60123 -3.67903
H: -2.76918 -2.37528 -2.34098
H: -2.68295 -0.60362 -2.43519
O: 1.80614 3.35434 -1.87523
C: 0.86225 2.58823 -1.82192
O: 0.78045 1.54799 -1.09714
C: -0.29767 2.96080 -2.74388
C: -0.02228 3.72157 -3.85280
C: -1.06162 4.10349 -4.68621
C: -2.41661 3.80456 -4.43543
C: -2.72323 3.08356 -3.33722
C: -1.68273 2.58530 -2.43394
O: -1.91035 1.85305 -1.46957
N: -4.15064 2.83662 -3.05718
O: -4.44403 2.52398 -1.92835
O: -4.91945 2.97881 -3.97699
N: -0.74908 4.88051 -5.90276
O: 0.41823 5.05074 -6.15792
O: -1.68914 5.28534 -6.54534
H: 0.99184 4.01915 -4.07814
H: -3.19210 4.15867 -5.09950
O: 2.07390 0.71587 3.61940
C: 1.79092 1.36469 2.63063
O: 1.00377 1.04998 1.68289
C: 2.45255 2.71768 2.48989
C: 2.74754 3.22231 1.17793
C: 3.33609 4.44531 0.96779
C: 3.60441 5.16726 2.12001
O: 4.15138 6.36662 2.23265
C: 4.27299 6.67016 3.62743
O: 3.68261 5.57097 4.32518
C: 3.30775 4.66781 3.42763
C: 2.73203 3.43339 3.63600
H: 2.51750 2.58995 0.32999
H: 3.57654 4.80350 -0.02163
H: 3.73195 7.58678 3.85240
H: 5.32631 6.74860 3.89238
H: 2.54297 3.02424 4.61780
N: -1.70397 2.33405 1.45235
H: -1.31308 3.21404 1.12919
H: -1.55175 2.28545 2.45384
H: -2.70370 2.36809 1.27539

Charge ... +1
HOMO (spin up / spin down) ... -11.038 / -11.040 eV
DFT total energy ... -2246.07107 hartree
Frontier orbital gap (spin up / spin down) ... 4.8 / 5.0 eV

=====

[2]
C12H14CeI2N2 | ωB97M-V/def2-TZVPD

Element x y z (Å)
C: 0.22476 1.39567 1.99886
C: 0.19533 -1.32655 2.04657
H: 1.24497 1.81445 1.95391
H: -0.04148 1.17959 3.04888
H: -0.40581 2.23760 1.67243
H: 0.32864 -2.29811 1.54618
H: 1.05407 -1.18865 2.71417
H: -0.74203 -1.43374 2.63051
C: 0.05326 2.72801 -1.88364
C: 0.16901 3.52138 -3.02703
C: 0.08665 2.90046 -4.27906
C: -0.09401 1.51977 -4.40134
H: 0.13170 3.13472 -0.85847
H: 0.32081 4.61048 -2.90803
H: 0.17521 3.49746 -5.16827
H: -0.15551 0.99054 -5.36138
N: -0.15712 1.38300 -2.00741
C: -0.20646 0.74063 -3.22307
C: -0.34936 -0.75302 -3.21607
N: -0.35392 -1.38241 -1.99100
C: -0.43326 -2.73838 -1.84506
C: -0.57104 -2.93006 -4.23811
C: -0.54900 -3.55575 -2.97803
H: -0.40888 -3.12915 -0.81564
H: -0.62537 -4.64734 -2.85335
C: -0.47042 -1.55094 -4.37803
H: -0.48778 -1.02380 -5.35461
H: -0.67446 -3.54373 -5.11578
Ce: -0.12724 -0.01004 0.04046
I: 2.85477 -0.08198 -0.11875
I: -3.03023 0.05146 0.66229

Charge ... +2
HOMO (spin up / spin down) ... -16.022 / -15.754 eV
DFT total energy ... -1644.95358 hartree
Frontier orbital gap (spin up / spin down) ... 4.5 / 4.1 eV